Density functional theory data (ωB97M-V/def2-TZVPD) for a 7-piece molecular cluster, C28H58N3O6 overall.

Geometry as XYZ:
```
95
Properties=species:S:1:pos:R:3:forces:R:3:mulliken_charge:R:1
C 3.5774 -1.1481 -2.5904 0.197 0.476 0.064 -0.634
C 4.3189 -0.5409 -3.7507 -0.160 -0.616 -0.228 -0.565
C 3.5551 -0.4416 -5.0693 -0.010 0.399 0.647 -1.120
C 2.0579 -0.3805 -4.9352 0.086 0.020 -0.626 -0.457
C 1.5861 0.9653 -4.4932 -0.602 -0.426 0.132 -0.612
C 0.0896 1.1105 -4.5463 0.616 -0.705 0.431 -1.065
N -0.6334 0.1651 -3.6967 0.060 -0.205 -0.260 0.202
C -1.5324 -0.7112 -4.1144 1.165 1.181 -0.293 0.224
N -1.3056 -1.5026 -5.2060 -0.136 -0.112 -1.340 -0.083
C -1.8540 -2.8539 -5.0097 -0.376 0.640 -0.091 -0.795
C -3.3232 -2.7339 -4.7537 0.373 -0.008 -0.640 -0.498
C -3.4333 -2.0778 -3.4438 -0.403 0.862 0.552 -0.683
N -2.6466 -0.8085 -3.4102 0.069 -2.307 1.979 -0.115
H 2.6521 -0.6327 -2.4111 -0.677 0.051 0.147 -0.022
H 3.4193 -2.1991 -2.6995 -0.361 -0.756 -0.194 0.301
H 4.1581 -1.0084 -1.7049 0.424 -0.035 0.654 0.295
H 4.6997 0.4089 -3.4480 0.159 0.873 0.143 0.377
H 5.1831 -1.1475 -3.9238 0.766 -0.313 -0.131 0.435
H 3.8592 0.4750 -5.5350 0.268 0.588 -0.534 0.296
H 3.8324 -1.2052 -5.7594 0.214 -0.861 -0.342 0.414
H 1.6373 -0.5526 -5.9095 -0.345 -0.232 -0.664 0.504
H 1.6648 -1.1483 -4.3027 -0.177 -0.612 0.482 0.272
H 1.9218 1.1715 -3.4953 0.369 0.378 0.574 0.316
H 1.9668 1.6848 -5.1837 0.518 0.821 -0.258 0.438
H -0.1624 2.0798 -4.1759 -0.445 0.791 0.110 0.453
H -0.2465 1.0269 -5.5598 -0.390 -0.165 -0.593 0.530
H -0.4171 0.1524 -2.6999 -0.423 0.705 0.381 0.351
H -1.6480 -1.0873 -6.0671 0.386 -0.020 -0.180 0.270
H -1.3979 -3.2490 -4.1280 0.688 -0.540 0.438 0.333
H -1.6340 -3.4695 -5.8467 0.453 -0.350 -0.726 0.448
H -3.7010 -2.0846 -5.5225 -0.668 0.144 -0.484 0.321
H -3.8340 -3.6741 -4.7809 -0.372 -0.540 0.067 0.382
H -4.4464 -1.8560 -3.1937 -0.739 0.459 0.165 0.306
H -3.0721 -2.7224 -2.6664 0.360 -0.419 0.512 0.375
H -2.3694 -0.6249 -2.4452 -0.817 0.880 0.163 0.102
C -1.5490 0.8503 0.7311 -0.030 -0.087 -0.319 -1.202
C -0.1716 0.5254 0.2166 0.052 -0.047 0.230 0.548
O 0.0161 0.2057 -0.9465 -0.199 -0.064 -0.198 -0.651
C 0.9517 0.5961 1.1957 0.147 -0.134 -0.412 0.199
H -2.2801 0.7601 -0.0710 -0.023 0.030 0.003 0.281
H -1.8126 0.1635 1.5357 0.052 0.071 0.108 0.316
H -1.5698 1.8693 1.1178 0.011 -0.030 0.128 0.336
H 0.7780 -0.1017 2.0178 -0.081 0.107 0.095 -0.093
H 1.0367 1.6013 1.6038 -0.081 -0.021 0.183 -0.032
H 1.8827 0.3335 0.6981 0.018 0.007 -0.037 0.044
C 1.8490 3.9646 3.9017 0.137 -0.358 -0.187 -1.103
C 2.3142 2.6378 4.4390 0.070 0.106 0.077 0.775
O 2.0207 1.5858 3.9098 -0.109 0.303 0.089 -0.346
C 3.1684 2.6741 5.6825 -0.045 -0.226 -0.068 -1.279
H 1.2444 3.8101 3.0116 -0.039 0.018 -0.012 0.141
H 1.2481 4.4799 4.6447 0.017 0.138 0.057 0.360
H 2.7127 4.5815 3.6452 -0.011 0.063 0.108 0.417
H 2.6193 3.1452 6.4989 0.057 0.113 -0.016 0.371
H 4.0779 3.2457 5.4943 -0.036 0.110 0.055 0.356
H 3.4384 1.6614 5.9708 0.006 -0.030 0.009 0.307
C -2.5915 6.9555 3.9243 0.045 -0.220 0.028 -1.139
C -1.1317 6.7275 4.2316 -0.029 0.076 0.005 0.804
O -0.7027 5.6252 4.4894 -0.098 0.054 0.003 -0.508
C -0.2322 7.9393 4.2037 0.107 -0.190 0.050 -1.070
H -3.1264 6.0112 3.9783 -0.007 -0.024 0.008 0.291
H -3.0210 7.6511 4.6460 0.006 0.101 -0.072 0.338
H -2.7028 7.3747 2.9233 -0.013 0.123 0.043 0.336
H -0.5704 8.6734 4.9359 -0.058 0.073 -0.081 0.342
H -0.2508 8.3966 3.2136 -0.082 0.093 0.031 0.330
H 0.7864 7.6439 4.4408 0.021 -0.010 0.009 0.260
C 4.6412 -2.4689 2.1164 0.048 0.008 -0.216 -1.201
C 4.5728 -1.0537 1.5933 0.013 0.059 0.184 0.744
O 4.9051 -0.7778 0.4636 -0.002 0.000 -0.064 -0.588
C 4.0689 0.0027 2.5466 0.090 -0.137 -0.243 -0.572
H 5.0175 -3.1268 1.3374 0.015 -0.008 -0.021 0.347
H 5.3080 -2.5178 2.9782 -0.078 0.007 0.085 0.356
H 3.6480 -2.8031 2.4204 -0.009 0.035 0.118 0.232
H 4.7139 0.0505 3.4256 -0.087 -0.070 0.087 0.557
H 3.0520 -0.2299 2.8673 0.168 -0.047 0.111 -0.210
H 4.0718 0.9703 2.0512 -0.009 0.020 -0.011 0.287
C -7.8663 -4.0736 -2.9695 -0.087 -0.069 0.143 -1.043
C -7.2018 -4.8878 -1.8813 0.025 0.037 -0.069 0.788
O -7.8027 -5.2528 -0.9034 -0.003 0.002 0.031 -0.529
C -5.7373 -5.2255 -2.0778 -0.074 -0.079 0.135 -0.646
H -8.9062 -3.9015 -2.7084 -0.031 0.005 0.016 0.319
H -7.3632 -3.1107 -3.0804 0.052 -0.032 -0.087 0.245
H -7.8210 -4.6076 -3.9200 0.085 0.058 -0.036 0.324
H -5.1488 -4.3076 -2.1478 -0.003 -0.005 -0.112 -0.093
H -5.6056 -5.8075 -2.9917 0.036 0.095 -0.061 0.330
H -5.3840 -5.8092 -1.2325 0.002 -0.010 0.030 0.324
C 0.8915 -1.0234 5.5351 0.016 0.064 -0.355 -0.458
C 0.4523 -2.1449 4.6257 0.000 -0.031 0.094 0.828
O 0.4988 -2.0427 3.4177 0.005 0.058 -0.023 -0.536
C -0.0542 -3.4047 5.2847 0.004 -0.017 -0.247 -1.352
H 1.2376 -0.1815 4.9359 -0.033 -0.087 0.098 -0.261
H 0.0516 -0.7093 6.1578 0.059 -0.060 0.115 0.402
H 1.7037 -1.3624 6.1806 -0.092 -0.038 0.111 0.359
H -0.9224 -3.1781 5.9048 0.063 0.004 0.116 0.353
H 0.7247 -3.8352 5.9152 -0.046 0.046 0.112 0.347
H -0.3377 -4.1280 4.5244 0.001 -0.006 -0.016 0.324
```
Forces are in eV/Å.

## Properties
- Energy relative to the best compared isomer or geometry (same formula, charge and spin): 0.189 eV
- Highest occupied orbital energy: -11.036 eV
- Lowest unoccupied orbital energy: -2.65 eV
- Gap between HOMO and LUMO: 0.3081 Ha
- Total energy: -1717.151073 hartree
- M: 532.79 g/mol
- Largest force on an atom: 3.04 eV/Å
- Charge: +1